No. 1
The following is a DFT calculation (ωB97M-V with the def2-TZVPD basis set) of a single C17H28N2O4 molecule.

The geometry in XYZ format:
```
51
Properties=species:S:1:pos:R:3:forces:R:3
C -0.256497 -3.193799 -0.592640 -0.103 -0.241 -0.083
O 0.210385 -1.954156 -0.123906 -0.048 0.471 0.242
C -0.673063 -1.134874 0.521761 0.310 0.052 -0.086
C -2.003705 -1.424212 0.761848 0.119 -0.034 -0.006
C -2.823969 -0.519507 1.432392 0.044 0.044 0.139
C -4.293284 -0.809773 1.627943 -0.060 0.131 0.055
N -5.181730 -0.039401 0.769534 -0.189 0.229 0.206
C -5.093919 -0.331211 -0.652477 0.094 0.142 -0.207
C -4.073368 0.506964 -1.441394 -0.260 0.284 0.067
C -4.635452 1.869815 -1.863100 0.332 -0.465 -0.394
O -5.100206 2.650679 -0.786604 -0.248 0.135 0.522
C -2.289259 0.682232 1.861591 -0.132 -0.273 -0.023
C -0.957107 0.990977 1.627716 0.261 0.030 -0.093
C -0.141348 0.096012 0.960616 0.062 -0.228 -0.145
O 1.180188 0.286374 0.672829 -0.267 -0.129 0.017
C 1.808536 1.473273 1.090512 0.151 0.449 0.173
C 3.293107 1.453746 0.693932 -0.648 -0.236 0.061
O 4.004255 2.406879 0.940535 0.086 0.323 0.121
N 3.669261 0.322193 0.088701 -0.054 -0.489 -0.210
C 5.012506 0.019920 -0.402827 0.330 0.115 -0.033
C 4.963698 -1.381349 -1.009358 -0.036 0.250 0.122
C 6.000041 0.062501 0.766027 -0.126 0.048 -0.119
C 5.405714 1.049645 -1.465218 -0.056 -0.076 0.159
H -0.613600 -3.826773 0.226521 0.000 0.033 -0.036
H -1.055697 -3.070798 -1.331280 0.020 -0.003 0.040
H 0.599656 -3.671011 -1.067293 -0.090 -0.007 0.022
H -2.425825 -2.360524 0.431463 -0.013 -0.128 -0.056
H -4.578111 -0.577466 2.658945 0.065 -0.142 -0.037
H -4.496460 -1.869232 1.449189 0.026 0.022 0.101
H -5.012386 0.949376 0.927906 0.002 -0.122 0.002
H -6.092279 -0.174186 -1.083308 0.082 -0.133 -0.121
H -4.860532 -1.392997 -0.760662 -0.084 -0.004 -0.012
H -3.780147 -0.026145 -2.347242 0.059 -0.026 -0.078
H -3.181525 0.656244 -0.831149 0.044 -0.020 -0.075
H -3.846209 2.461010 -2.334420 -0.108 -0.060 -0.042
H -5.440175 1.721181 -2.597594 0.091 0.031 0.015
H -5.902200 2.244071 -0.438865 -0.016 0.120 -0.075
H -2.911996 1.394450 2.382523 -0.074 0.093 0.066
H -0.567027 1.935467 1.971036 0.097 0.090 0.021
H 1.756839 1.592677 2.181367 0.015 -0.022 -0.137
H 1.349472 2.356800 0.626785 0.067 -0.115 0.049
H 2.951097 -0.374303 -0.050058 -0.012 0.081 0.041
H 4.668971 -2.111615 -0.258628 -0.026 -0.114 0.085
H 4.251089 -1.416822 -1.830769 -0.081 -0.024 -0.120
H 5.943065 -1.656659 -1.391309 0.088 -0.017 -0.033
H 5.993816 1.052873 1.211818 0.052 0.051 0.057
H 7.004555 -0.162107 0.418177 0.139 -0.048 -0.049
H 5.719587 -0.664616 1.524945 -0.013 -0.099 0.076
H 4.701890 1.025482 -2.294318 -0.062 -0.017 -0.107
H 5.397291 2.044100 -1.028520 0.031 0.088 -0.016
H 6.402080 0.838597 -1.843655 0.135 -0.039 -0.064
```
Forces are in eV/Å.

Results
SMILES: COc1cc(CNCCCO)ccc1OCC(=O)NC(C)(C)C
HOMO, eV: -8.2
Gap between HOMO and LUMO, eV: 8.803
LUMO energy, eV: 0.6

=====

No. 2
The following is a DFT calculation (ωB97M-V with the def2-TZVPD basis set) of 9 unconnected molecules or ions with the total composition C26H46Cl16O4 at a distorted geometry.

The geometry in XYZ format:
```
92
Properties=species:S:1:pos:R:3:forces:R:3
C -2.844525 -1.311591 2.497777 0.373 0.137 -0.040
C -2.479316 -2.675746 1.921156 -0.374 -0.139 0.118
C -2.696758 -2.843818 0.412279 0.572 0.125 -0.004
C -2.162540 -1.665488 -0.415616 -0.815 0.296 0.138
C -2.682267 -1.540514 -1.819894 0.714 -0.376 -0.333
C -2.022618 -1.195616 -2.946271 -0.979 0.497 0.399
C -0.589099 -1.005083 -3.276571 0.243 -0.788 0.154
C 0.371462 -0.454667 -2.210168 -0.046 -0.339 -0.158
C 1.619076 0.064491 -2.915120 0.161 0.434 0.437
C 2.802917 0.443631 -2.002910 -0.014 -0.083 -0.127
C 2.422284 0.873953 -0.583220 0.200 -0.324 -0.226
C 3.607897 1.369739 0.254360 -0.590 0.121 0.536
C 4.007971 2.864468 0.176992 0.332 -0.267 -0.570
C 3.281475 3.758711 -0.835334 0.004 0.571 0.356
C 2.009295 4.407463 -0.276660 -0.151 -0.323 -0.541
O 1.584808 5.519629 -1.056040 0.057 -0.073 0.174
C 0.920744 5.154625 -2.251700 0.106 -0.030 -0.064
C -3.105390 -0.770003 -3.887122 -0.025 2.301 -0.094
O -3.039084 0.130331 -4.680198 0.085 -1.276 -0.071
O -4.347901 -1.226444 -3.450627 0.540 -0.409 -0.002
C -4.050067 -1.930224 -2.301366 0.261 -1.614 0.087
O -4.658107 -2.922632 -1.992771 -0.211 1.186 0.175
H -2.266047 -0.493074 2.057551 -0.007 -0.111 0.046
H -2.616213 -1.292467 3.564177 -0.198 -0.009 -0.032
H -3.899796 -1.064091 2.353468 0.034 -0.109 0.043
H -1.461302 -2.957516 2.207458 0.031 0.183 -0.094
H -3.135699 -3.406115 2.408132 0.197 -0.081 0.007
H -2.137153 -3.719131 0.078470 -0.338 -0.211 0.041
H -3.752856 -3.014735 0.219885 -0.001 0.064 -0.126
H -2.514165 -0.737217 0.056281 0.073 -0.082 0.011
H -1.074068 -1.615395 -0.381798 -0.070 -0.125 -0.158
H -0.491761 -0.485210 -4.231144 -0.118 0.180 0.138
H -0.246935 -2.034251 -3.445303 0.128 0.135 -0.395
H 0.680122 -1.273089 -1.549663 -0.192 0.061 0.033
H -0.129022 0.292417 -1.588837 0.187 0.148 -0.090
H 1.986923 -0.703602 -3.599996 -0.226 0.099 -0.224
H 1.331373 0.947825 -3.494443 0.020 -0.145 -0.156
H 3.368298 1.210506 -2.536520 0.081 -0.014 0.297
H 3.488261 -0.409845 -1.931751 -0.075 0.020 0.126
H 1.583334 1.576759 -0.603684 0.151 0.105 0.069
H 2.052119 -0.028779 -0.083068 -0.153 0.154 0.006
H 4.456379 0.713419 0.043255 0.076 0.167 -0.063
H 3.345354 1.175511 1.300183 0.102 -0.090 -0.057
H 5.069765 2.909793 -0.083652 -0.376 -0.001 0.315
H 3.916940 3.321808 1.166558 -0.015 -0.030 -0.038
H 3.102554 3.265075 -1.791015 -0.071 -0.108 0.233
H 3.943587 4.605478 -1.058137 -0.038 -0.074 -0.054
H 1.171609 3.694417 -0.242840 0.161 -0.056 0.278
H 2.220357 4.763872 0.733156 -0.134 0.134 -0.055
H 0.974693 4.077805 -2.444490 0.034 0.028 0.043
H 1.398304 5.668283 -3.089320 -0.114 -0.012 -0.005
H -0.137577 5.430010 -2.208293 0.047 0.071 0.034
Cl -1.121357 -4.290204 -2.449933 -0.021 -0.242 -0.022
C 0.278748 -5.333216 -2.180711 0.009 -0.065 -0.006
Cl 1.782493 -4.401098 -2.122459 0.005 -0.011 0.007
H 0.151506 -5.846058 -1.234830 0.010 0.066 0.036
H 0.342300 -6.045492 -2.994404 0.018 0.058 -0.047
Cl -3.014033 -1.290946 6.440547 -0.047 -0.063 -0.084
C -4.399332 -0.205267 6.280604 -0.120 0.035 0.001
Cl -4.308814 0.778559 4.815888 -0.043 0.052 0.112
H -5.301853 -0.803200 6.242102 0.030 -0.039 -0.054
H -4.413913 0.455509 7.139230 0.078 0.017 -0.008
Cl 0.091470 -0.490041 8.429876 0.026 0.007 0.013
C -0.762397 0.722521 9.393154 0.037 0.023 0.007
Cl -2.519790 0.555167 9.282314 0.019 0.095 0.170
H -0.473983 0.602286 10.430134 -0.029 -0.057 0.001
H -0.487964 1.705641 9.030893 -0.023 -0.020 -0.068
Cl 3.159686 3.058337 -4.279510 0.057 0.236 -0.330
C 4.028510 2.926644 -5.814374 0.001 0.017 -0.065
Cl 4.409348 1.247305 -6.212240 0.010 0.012 -0.015
H 3.405319 3.336692 -6.599878 -0.046 -0.052 0.012
H 4.954681 3.482309 -5.731819 0.019 -0.042 0.055
Cl -1.774901 -5.507837 7.280490 -0.021 0.015 0.011
C -0.762979 -4.059644 7.317574 -0.010 0.040 0.035
Cl 0.818484 -4.332824 6.574918 0.016 0.037 0.010
H -1.266728 -3.274777 6.768746 0.012 -0.044 -0.055
H -0.613566 -3.766837 8.349726 0.022 -0.044 0.008
Cl 7.062088 2.798292 -1.391227 0.309 -0.046 -0.208
C 8.219641 1.657054 -0.690927 0.114 0.038 -0.041
Cl 7.453947 0.497640 0.398840 -0.019 -0.003 0.004
H 8.692498 1.111157 -1.498120 -0.061 -0.025 -0.018
H 8.954571 2.220702 -0.129348 -0.042 0.023 0.031
Cl -3.785035 3.330338 2.564062 0.033 0.050 -0.046
C -2.859547 3.551572 1.073207 -0.094 0.172 -0.002
Cl -2.168680 2.037865 0.489476 0.120 -0.090 -0.093
H -3.524420 3.937969 0.310049 -0.034 -0.044 0.013
H -2.053517 4.249577 1.264931 0.035 -0.049 0.054
Cl -6.478030 -5.196698 -5.440628 -0.019 0.007 -0.001
C -5.303893 -3.884506 -5.278297 -0.032 0.044 0.055
Cl -3.741250 -4.307095 -6.002085 0.025 0.076 0.064
H -5.690324 -3.009864 -5.787067 0.014 -0.027 -0.050
H -5.156616 -3.681208 -4.224503 0.002 -0.077 0.001
```
Forces are in eV/Å.

Results
SMILES: CCCCC1=C(CCCCCCCCCOC)C(=O)OC1=O.ClCCl.ClCCl.ClCCl.ClCCl.ClCCl.ClCCl.ClCCl.ClCCl
HOMO, eV: -9.5
Gap between HOMO and LUMO, eV: 9.379
LUMO energy, eV: -0.1

=====

No. 3
The following is a DFT calculation (ωB97M-V with the def2-TZVPD basis set) of a gas-phase ion, C6H13N2S (charge +1).

The geometry in XYZ format:
```
22
Properties=species:S:1:pos:R:3:forces:R:3
C 0.172791 -1.241843 0.755380 -0.034 0.381 0.039
C 1.510397 -1.428024 0.708834 0.575 -0.006 -0.305
C 3.259059 0.542324 0.269618 0.548 0.335 -0.172
C -2.656668 -0.759442 -1.171502 0.016 -0.077 0.337
C -2.258573 1.274410 0.268012 0.036 -0.279 0.187
C -1.974921 -0.215247 0.082035 -0.424 0.215 -0.181
N 4.158425 1.335337 -0.263858 -0.298 -0.293 0.028
N -0.538137 -0.415197 -0.003518 0.046 -0.104 -0.160
S 2.482427 -0.694795 -0.563735 -0.277 -0.177 0.290
H -0.382930 -1.766314 1.523421 -0.043 -0.045 0.009
H 2.022368 -2.104687 1.362572 0.064 -0.218 0.075
H 3.047824 0.650135 1.326691 -0.021 0.067 0.059
H -2.256957 -0.282542 -2.063535 0.040 0.091 -0.111
H -2.516440 -1.834365 -1.259540 0.034 -0.071 -0.029
H -3.721629 -0.557537 -1.125681 -0.159 0.022 -0.055
H -1.741247 1.660030 1.145247 0.008 0.027 0.025
H -3.323224 1.435433 0.400993 -0.138 0.073 -0.031
H -1.932135 1.835511 -0.604873 0.018 0.085 -0.124
H -2.328168 -0.762656 0.961237 0.092 0.020 -0.070
H 4.674002 2.015016 0.279473 -0.164 -0.062 0.048
H 4.388780 1.266991 -1.247230 0.051 0.009 0.042
H -0.085048 0.047462 -0.780047 0.028 0.008 0.099
```
Forces are in eV/Å.

Results
Charge: +1
HOMO, eV: -12.1
Gap between HOMO and LUMO, eV: 7.764
LUMO energy, eV: -4.3

=====

No. 4
The following is a DFT calculation (ωB97M-V with the def2-TZVPD basis set) of 3 unconnected molecules or ions with the total composition CH8N2O3.

The geometry in XYZ format:
```
14
Properties=species:S:1:pos:R:3:forces:R:3
N 1.185588 -1.101786 -1.195842 0.137 -0.188 -0.011
C -0.134881 -1.428036 -1.132852 -0.460 0.299 0.445
N -1.033245 -0.384918 -0.994928 0.211 -0.638 -0.059
O -0.530080 -2.575851 -1.162676 0.164 -0.211 -0.368
H 1.523104 -0.166187 -1.107235 0.009 0.222 -0.410
H 1.760528 -1.814865 -1.598816 0.364 -0.004 0.105
H -1.882226 -0.812352 -0.664430 -0.368 0.549 0.111
H -0.755147 0.498556 -0.601111 -0.055 0.098 0.127
O 1.125957 0.284489 1.882850 0.016 0.057 -0.097
H 1.610623 0.113261 1.067630 0.025 -0.141 0.205
H 0.202908 0.176567 1.624922 0.000 0.009 0.058
O -0.889281 2.154103 1.021305 -0.280 0.112 0.016
H -0.432866 2.471117 1.808478 0.185 -0.116 -0.052
H -1.750977 2.585898 1.052699 0.052 -0.049 -0.069
```
Forces are in eV/Å.

Results
SMILES: NC(N)=O.O.O
HOMO, eV: -10.1
Gap between HOMO and LUMO, eV: 10.458
LUMO energy, eV: 0.4